Entry from OMol25: the ion C24H40Cl3N3O3PS with charge +1 at a distorted geometry (ωB97M-V/def2-TZVPD).

The geometry in XYZ format:
```
75
Properties=species:S:1:pos:R:3:mulliken_charge:R:1
C 0.92 -1.96 5.06 -0.510
C 0.75 -2.22 3.77 -0.685
C 0.69 -2.33 2.19 0.114
C -0.09 -1.09 1.40 1.765
C -0.91 -0.30 2.52 -1.578
C -1.89 0.90 2.00 0.389
C -1.92 2.11 3.12 -1.075
C -0.74 3.18 2.87 0.061
C -0.86 4.03 1.49 -0.529
C -2.33 4.10 0.84 -0.128
C -2.40 5.25 -0.34 -0.623
C -2.74 4.63 -1.81 -0.409
O -1.73 4.98 -2.83 -0.395
C -1.01 3.79 -3.27 -0.346
C 1.08 -0.08 0.84 -0.288
P 2.42 0.31 2.16 0.033
N 3.81 -0.82 2.02 -0.436
O 3.08 1.92 1.91 -0.537
N 1.57 -0.38 -0.54 0.328
S 3.13 0.35 -0.97 -0.025
C 1.52 -1.82 -0.98 -0.652
C 2.09 -1.83 -2.51 -0.373
Cl 1.14 -0.89 -3.81 -0.147
C 3.31 -2.51 -2.91 0.490
C 3.83 -2.42 -4.43 -1.047
Cl 4.33 -3.47 -1.73 -0.144
C 0.04 -2.49 -0.93 0.498
C 0.15 -4.12 -0.77 -1.254
C -0.71 -4.86 -1.96 0.183
C -2.25 -5.07 -1.43 -0.914
Cl 0.04 -6.56 -2.11 -0.196
C -0.93 -1.82 0.24 -1.277
O -2.08 -1.12 -0.30 -0.353
C -1.78 -0.11 -1.23 0.627
N -1.51 0.66 -2.15 -0.496
H 1.26 -1.77 6.14 0.365
H 0.21 -3.37 1.96 0.194
H 1.79 -2.45 1.81 0.166
H -0.20 0.26 3.27 0.413
H -1.62 -1.03 3.08 0.343
H -1.55 1.40 1.03 -0.504
H -2.98 0.50 1.97 0.357
H -1.81 1.70 4.19 0.383
H -2.98 2.58 3.05 0.384
H 0.27 2.59 2.81 -0.439
H -0.60 3.95 3.72 0.416
H -0.49 5.14 1.60 0.536
H -0.14 3.57 0.69 -0.024
H -2.66 3.12 0.31 0.026
H -3.14 4.41 1.60 0.334
H -1.40 5.83 -0.46 0.283
H -3.21 6.04 -0.13 0.362
H -3.72 5.14 -2.19 0.220
H -2.94 3.50 -1.81 0.285
H -1.69 2.95 -3.66 0.251
H -0.40 3.41 -2.36 0.012
H -0.23 4.03 -4.09 0.273
H 0.52 0.95 0.74 -0.137
H 4.04 -1.19 2.97 0.306
H 4.63 -0.36 1.59 0.270
H 2.59 2.45 2.60 0.340
H 0.92 0.12 -1.21 0.604
H 2.79 1.70 -1.16 0.237
H 2.20 -2.48 -0.32 0.416
H 4.31 -1.36 -4.53 0.282
H 4.64 -3.18 -4.70 0.343
H 2.97 -2.44 -5.20 0.310
H -0.40 -2.34 -2.00 0.833
H 1.24 -4.46 -0.90 0.400
H -0.29 -4.52 0.21 0.368
H -0.66 -4.29 -2.97 0.364
H -2.86 -4.12 -1.72 0.203
H -2.30 -5.13 -0.27 0.213
H -2.72 -6.05 -1.82 0.393
H -1.41 -2.77 0.73 0.546
```

max |F| = 7.8 eV Å⁻¹
HOMO energy = -11.4 eV
SMILES = C#CC[C@@]1(CCCCCCCCOC)[C@@H](P(N)O)[N@@H+](S)[C@H](/C(Cl)=C(/C)Cl)[C@@H](C[C@H](C)Cl)[C@@H]1OC#N
charge = +1
relative energy (zero: lowest compared OMol25 entry of this formula, charge and spin) = 104.7 kcal/mol

Entry from OMol25: a structure of composition C24H40FeI2N3O7P3 at a distorted geometry (ωB97M-V/def2-TZVPD).

The geometry in XYZ format:
```
80
Properties=species:S:1:pos:R:3:lowdin_spin:R:1
Fe -0.30 -0.19 -0.28 3.748
I -7.12 1.27 3.45 0.001
C -5.37 1.14 2.28 0.005
C -5.18 2.03 1.23 0.000
C -4.03 1.92 0.48 0.006
I -3.62 3.28 -1.07 0.000
C -3.04 0.94 0.71 0.008
O -1.98 0.88 -0.02 0.067
C -3.27 0.06 1.81 0.004
C -2.27 -1.02 2.11 0.001
N -0.88 -0.55 2.06 0.029
C -0.53 0.52 2.98 0.003
C -0.29 1.82 2.24 0.003
C -0.69 3.04 2.78 0.000
C -0.43 4.20 2.07 0.001
C 0.21 4.11 0.84 0.000
C 0.56 2.86 0.38 0.001
N 0.34 1.74 1.07 0.019
C -4.42 0.19 2.58 -0.001
H -5.91 2.80 1.01 0.000
H -2.36 -1.81 1.36 0.000
H -2.51 -1.45 3.10 0.001
H -0.26 -1.35 2.15 0.001
H 0.39 0.27 3.51 0.000
H -1.32 0.66 3.72 0.001
H -1.22 3.07 3.72 0.000
H -0.73 5.16 2.47 0.000
H 0.42 4.99 0.25 0.000
H 1.03 2.73 -0.58 0.000
H -4.57 -0.48 3.41 0.000
N -3.06 -2.81 -3.27 0.000
C -1.58 -2.50 -3.28 0.000
C -0.91 -3.05 -4.52 0.000
P -0.99 -3.31 -1.69 0.005
O 0.41 -3.99 -2.13 0.001
O -2.01 -4.36 -1.43 0.002
O -0.70 -2.29 -0.63 0.035
P -1.52 -0.66 -3.09 0.003
O -1.54 -0.25 -4.66 0.002
O -2.85 -0.36 -2.47 0.000
O -0.24 -0.15 -2.49 0.026
H -3.18 -3.61 -2.61 0.000
H -3.43 -3.02 -4.19 0.000
H -3.49 -1.92 -2.88 0.000
H -0.86 -4.14 -4.50 0.000
H 0.11 -2.66 -4.60 0.000
H -1.45 -2.72 -5.41 0.000
H 1.10 -3.32 -2.24 0.000
H -1.69 0.70 -4.76 0.000
C 1.96 -2.25 3.49 0.000
C 2.20 -2.84 2.10 0.005
C 1.19 -3.95 1.79 0.000
P 2.12 -1.52 0.77 0.017
C 2.88 -2.47 -0.66 0.001
C 4.31 -2.97 -0.50 0.001
C 2.72 -1.70 -1.98 0.000
C 3.36 -0.26 1.37 0.001
C 4.70 -0.72 1.94 0.001
C 3.57 0.81 0.28 -0.001
H 2.00 -3.04 4.24 0.000
H 0.97 -1.79 3.56 0.000
H 2.71 -1.50 3.75 0.000
H 3.21 -3.27 2.09 0.001
H 0.21 -3.54 1.55 0.000
H 1.09 -4.61 2.65 0.000
H 1.50 -4.56 0.94 0.000
H 2.23 -3.34 -0.69 0.000
H 5.03 -2.16 -0.51 0.000
H 4.55 -3.63 -1.34 0.000
H 4.45 -3.55 0.41 0.000
H 3.50 -0.95 -2.09 0.000
H 1.76 -1.19 -2.04 0.000
H 2.81 -2.38 -2.83 0.000
H 2.80 0.22 2.18 0.000
H 5.43 -0.89 1.15 0.000
H 4.62 -1.64 2.53 0.000
H 5.11 0.05 2.60 0.000
H 4.30 0.47 -0.45 0.000
H 3.94 1.74 0.72 0.000
H 2.63 1.02 -0.23 -0.001
```

spin multiplicity = 5
max |F| = 1.4 eV Å⁻¹
HOMO energy (alpha / beta) = -7.0 / -7.0 eV
charge = 0
<S²> = 6.0096

Entry from OMol25: a cluster of 3 separate species, C24H40N6O8PS in total at a distorted geometry (ωB97M-V/def2-TZVPD).

The geometry in XYZ format:
```
80
Properties=species:S:1:pos:R:3:mulliken_charge:R:1
C 0.53 -3.75 0.29 -1.067
C -0.29 -2.64 -0.66 0.785
O 0.40 -2.64 -1.95 -0.428
C -0.30 -1.84 -2.97 0.054
C 0.59 -0.49 -3.41 -0.903
P 0.81 0.75 -1.92 0.497
N 1.93 -0.04 -0.79 -0.314
C -0.95 1.05 -1.24 -0.346
C -0.99 1.76 0.26 -0.011
C -2.53 1.52 0.82 -0.201
C -3.25 2.88 1.38 -0.882
N -3.64 3.88 0.31 -0.249
C -2.56 4.90 0.03 0.455
N -2.21 5.12 -1.31 -0.691
N -1.86 5.64 1.17 -0.582
C 1.48 2.39 -2.66 -0.773
C 3.14 2.48 -2.51 -0.553
C 3.42 3.23 -1.05 -0.468
S 5.04 2.49 -0.36 1.093
O 6.08 2.36 -1.52 -0.590
O 5.56 3.36 0.81 -0.597
O 4.66 0.94 0.26 -0.407
H 0.50 -3.37 1.42 0.283
H 1.64 -3.78 -0.14 0.263
H 0.11 -4.83 0.17 0.338
H -1.42 -3.02 -0.73 -0.006
H -0.21 -1.61 -0.07 -0.216
H -1.40 -1.55 -2.65 0.070
H -0.42 -2.51 -3.95 0.335
H 1.63 -0.82 -3.85 0.344
H -0.08 0.05 -4.23 0.444
H 2.26 -0.94 -1.26 0.341
H 1.49 -0.26 0.13 0.168
H -1.49 0.00 -1.12 -0.107
H -1.57 1.78 -1.95 0.256
H -0.65 2.88 0.26 0.137
H -0.27 1.20 1.04 0.249
H -2.53 0.62 1.60 0.349
H -3.19 1.14 -0.10 -0.048
H -2.60 3.33 2.26 0.273
H -4.27 2.53 1.89 0.294
H -3.97 3.36 -0.53 0.296
H -2.79 4.51 -1.94 0.229
H -1.17 6.35 0.79 0.352
H -1.24 4.92 1.63 0.265
H 1.23 2.42 -3.82 0.437
H 0.98 3.36 -2.21 0.418
H 3.58 3.10 -3.43 0.400
H 3.60 1.39 -2.53 0.329
H 2.53 2.95 -0.32 0.140
H 3.52 4.40 -1.17 0.411
H 5.33 0.62 0.93 0.346
C -6.22 -5.27 -2.08 -0.416
C -4.85 -5.15 -2.32 -0.706
C -4.22 -3.90 -2.22 0.040
C -4.99 -2.78 -1.87 0.236
C -6.36 -2.89 -1.63 -0.409
C -6.97 -4.14 -1.74 -0.500
N -4.33 -1.47 -1.74 0.953
O -3.12 -1.40 -1.97 -0.714
O -5.03 -0.51 -1.39 -0.597
H -6.70 -6.24 -2.15 0.386
H -4.26 -6.02 -2.59 0.392
H -3.16 -3.82 -2.41 0.313
H -6.97 -2.03 -1.37 0.440
H -8.04 -4.24 -1.56 0.380
C 4.92 0.94 5.27 -0.493
C 5.19 -0.11 6.16 -0.426
C 4.78 -1.41 5.86 -0.350
C 4.10 -1.65 4.66 -0.070
C 3.81 -0.61 3.78 -0.252
C 4.22 0.69 4.09 -0.420
N 3.68 -3.02 4.33 0.974
O 3.94 -3.92 5.15 -0.563
O 3.11 -3.21 3.25 -0.592
H 5.24 1.95 5.51 0.386
H 5.73 0.10 7.08 0.381
H 5.01 -2.21 6.56 0.435
H 3.27 -0.79 2.85 0.560
H 4.01 1.51 3.40 0.418
```

max |F| = 6.6 eV Å⁻¹
HOMO energy = -11.4 eV
charge = +1